# 1
A molecular structure, C36H32LiN5O6. Source: OMol25; level of theory: ωB97M-V with the def2-TZVPD basis set.

Summary:
* maximum force: 0.78 eV/A
* calculated total energy: -57792.7154 eV
* ΔE to the lowest compared entry with this formula, charge and spin: 27.78 kJ/mol
* lowest unoccupied orbital energy: 0.1524 hartree
* HOMO level: -0.96 eV
* charge: -2

Last column: Löwdin charge in e.
Element x y z (Å)
Li: -0.003 -0.234 -0.032  0.53
O: 2.734 -2.844 -1.698  0.02
C: 1.971 -3.931 -1.848  -0.28
C: 2.583 -5.136 -2.212  -0.04
C: 1.833 -6.286 -2.383  -0.13
C: 0.455 -6.254 -2.214  -0.13
C: -0.161 -5.064 -1.850  -0.05
C: 0.568 -3.900 -1.649  -0.07
C: -0.062 -2.628 -1.170  -0.47
O: 0.584 -1.532 -1.386  -0.15
N: -1.189 -2.756 -0.519  0.05
N: -1.605 -1.532 -0.035  -0.04
C: -2.406 -1.533 0.952  -0.14
C: -2.842 -0.320 1.620  -0.15
C: -3.874 -0.417 2.554  -0.10
C: -4.357 0.673 3.258  -0.17
C: -3.763 1.919 3.036  -0.16
C: -2.723 2.053 2.146  -0.05
C: -2.195 0.955 1.387  -0.40
O: -1.233 1.130 0.579  -0.15
H: 2.041 -2.087 -1.533  0.07
H: 3.657 -5.138 -2.358  0.10
H: 2.329 -7.215 -2.645  0.08
H: -0.130 -7.156 -2.349  0.08
H: -1.233 -5.022 -1.705  0.10
H: -2.785 -2.484 1.354  0.11
H: -4.314 -1.397 2.726  0.09
H: -5.179 0.564 3.957  0.07
H: -4.126 2.789 3.578  0.08
H: -2.257 3.020 1.987  0.09
C: 5.823 -0.062 0.395  -0.06
O: 5.066 1.070 0.024  -0.08
C: 5.444 2.294 0.443  -0.22
C: 6.743 2.601 0.818  -0.03
C: 7.112 3.912 1.098  -0.12
C: 6.177 4.923 0.988  -0.13
C: 4.864 4.618 0.655  -0.03
C: 4.451 3.307 0.418  -0.17
N: 3.109 3.054 0.162  0.14
C: 2.407 1.816 0.332  -0.35
N: 2.627 1.280 1.546  0.15
C: 2.191 0.078 2.173  -0.21
C: 1.262 -0.783 1.596  -0.07
C: 0.949 -1.899 2.398  -0.16
C: 1.492 -2.129 3.653  -0.14
C: 2.432 -1.246 4.182  -0.09
C: 2.786 -0.146 3.425  -0.23
O: 3.735 0.795 3.843  -0.13
C: 4.442 0.505 5.013  -0.13
N: 1.640 1.376 -0.583  0.15
C: 1.310 2.131 -1.706  -0.20
C: 0.179 2.959 -1.621  -0.02
C: -0.234 3.756 -2.673  -0.11
C: 0.491 3.764 -3.858  -0.13
C: 1.595 2.939 -3.974  -0.04
C: 2.004 2.113 -2.930  -0.23
O: 3.102 1.341 -3.205  -0.09
C: 3.070 -0.013 -2.743  -0.07
H: 5.229 -0.923 0.093  0.10
H: 5.979 -0.092 1.477  0.10
H: 6.791 -0.087 -0.117  0.08
H: 7.488 1.817 0.852  0.10
H: 8.134 4.133 1.382  0.09
H: 6.455 5.952 1.184  0.09
H: 4.121 5.405 0.595  0.11
H: 2.612 3.736 -0.388  0.14
H: 3.265 1.806 2.122  0.12
H: 0.233 -2.626 2.016  0.07
H: 1.195 -2.994 4.243  0.08
H: 2.853 -1.421 5.164  0.08
H: 5.214 1.269 5.109  0.08
H: 4.917 -0.482 4.967  0.09
H: 3.801 0.538 5.903  0.09
H: -0.384 2.909 -0.696  0.10
H: -1.126 4.363 -2.572  0.09
H: 0.181 4.381 -4.695  0.08
H: 2.169 2.899 -4.892  0.11
H: 3.838 -0.538 -3.313  0.09
H: 2.096 -0.464 -2.933  0.09
H: 3.289 -0.088 -1.682  0.07

---

# 2
A molecular structure, C36H32N3O6PS3Ta. Source: OMol25; level of theory: ωB97M-V with the def2-TZVPD basis set.

Summary:
* spin multiplicity: 2
* maximum force: 0.19 eV/A
* calculated total energy: -97957.0298 eV
* ΔE to the lowest compared entry with this formula, charge and spin: 0.76 kJ/mol
* lowest unoccupied orbital energy (spin up / spin down): -0.0249 / -0.0265 hartree
* HOMO level (spin up / spin down): -6.23 / -7.39 eV
* charge: 0

Last column: Löwdin charge in e.
Element x y z (Å)
Ta: -0.123 -0.253 -0.205  1.28
O: 1.207 0.844 0.998  -0.25
C: 2.350 0.686 1.479  -0.14
C: 3.046 -0.547 1.496  -0.11
C: 4.384 -0.596 1.918  0.06
C: 5.032 -1.797 1.943  -0.15
C: 4.376 -2.994 1.587  0.02
C: 3.069 -2.967 1.197  0.03
C: 2.356 -1.737 1.120  -0.32
O: 1.139 -1.732 0.728  -0.24
N: 6.433 -1.843 2.351  -0.36
O: 6.971 -0.797 2.663  0.07
O: 6.985 -2.927 2.353  0.07
H: 2.835 1.568 1.911  0.15
H: 4.905 0.306 2.211  0.13
H: 4.929 -3.921 1.630  0.12
H: 2.541 -3.869 0.918  0.13
C: -0.964 -4.316 -2.138  -0.08
C: 0.246 -4.611 -2.748  -0.09
C: 1.267 -3.682 -2.689  -0.04
C: 1.079 -2.468 -2.023  -0.20
C: -0.146 -2.135 -1.413  -0.25
C: -1.149 -3.102 -1.491  -0.12
C: 2.160 -1.476 -1.961  -0.21
C: 3.479 -1.764 -2.409  0.02
C: 4.435 -0.807 -2.361  0.01
C: 4.096 0.505 -1.951  -0.15
C: 5.033 1.562 -1.976  -0.03
C: 4.653 2.830 -1.643  -0.07
C: 3.312 3.080 -1.288  -0.06
C: 2.391 2.070 -1.231  -0.05
C: 2.771 0.742 -1.538  -0.21
N: 1.861 -0.289 -1.455  -0.01
H: -1.774 -5.036 -2.168  0.10
H: 0.391 -5.551 -3.265  0.10
H: 2.203 -3.910 -3.181  0.10
H: -2.112 -2.915 -1.038  0.03
H: 3.721 -2.758 -2.750  0.10
H: 5.454 -1.022 -2.661  0.12
H: 6.050 1.346 -2.278  0.12
H: 5.368 3.641 -1.669  0.10
H: 2.998 4.092 -1.067  0.11
H: 1.364 2.278 -0.977  0.07
C: -0.376 2.490 2.504  -0.06
C: -1.197 2.835 1.292  -0.30
C: -2.046 3.963 1.448  -0.04
C: -2.811 4.397 0.419  0.00
C: -2.716 3.746 -0.828  -0.16
C: -3.464 4.193 -1.939  -0.05
C: -3.319 3.569 -3.144  -0.08
C: -2.424 2.497 -3.271  -0.11
C: -1.683 2.030 -2.206  -0.64
S: -0.522 0.761 -2.481  0.67
C: -1.836 2.645 -0.932  -0.27
N: -1.121 2.165 0.151  0.06
H: -0.789 3.005 3.370  0.08
H: 0.649 2.837 2.363  0.08
H: -0.352 1.427 2.710  -0.01
H: -2.074 4.455 2.410  0.11
H: -3.480 5.242 0.531  0.12
H: -4.137 5.031 -1.812  0.11
H: -3.885 3.897 -4.006  0.11
H: -2.299 2.011 -4.230  0.10
C: -3.882 1.560 3.432  -0.07
C: -4.291 1.091 2.055  -0.27
O: -4.206 -0.347 1.967  -0.31
P: -2.983 -1.059 1.233  -0.05
S: -1.237 -0.853 2.139  0.44
S: -2.748 -0.400 -0.624  0.44
O: -3.428 -2.575 1.336  -0.32
C: -4.539 -3.100 0.575  -0.28
C: -5.806 -3.124 1.400  -0.07
H: -3.983 2.645 3.496  0.08
H: -2.847 1.289 3.638  0.05
H: -4.516 1.107 4.195  0.08
H: -3.675 1.539 1.271  0.07
H: -5.333 1.332 1.845  0.12
H: -4.233 -4.107 0.295  0.12
H: -4.657 -2.511 -0.338  0.09
H: -5.645 -3.675 2.326  0.08
H: -6.596 -3.620 0.834  0.08
H: -6.134 -2.116 1.648  0.07

---

# 3
3 unconnected molecules or ions with the total composition C36H32N3O7 at a distorted geometry. Source: OMol25; level of theory: ωB97M-V with the def2-TZVPD basis set.

Summary:
* maximum force: 4.93 eV/A
* calculated total energy: -56644.8588 eV
* lowest unoccupied orbital energy: -0.1192 hartree
* HOMO level: -11.30 eV
* charge: +1

Last column: Löwdin charge in e.
Element x y z (Å)
C: 3.791 -0.870 2.283  -0.04
C: 5.018 -0.022 1.687  -0.37
O: 5.377 -0.413 0.360  -0.05
C: 4.821 1.535 1.884  -0.17
N: 4.300 2.248 0.685  -0.07
C: 2.940 1.820 0.306  -0.19
C: 1.845 2.476 1.268  -0.11
O: 0.568 2.571 0.569  -0.03
N: -0.326 1.660 0.980  -0.02
C: -0.986 0.759 0.090  0.05
C: -1.935 -0.089 0.770  0.04
N: -1.763 0.360 2.123  0.14
C: -0.828 1.351 2.224  -0.26
O: -0.417 1.969 3.367  0.14
H: 4.068 -1.127 3.350  0.09
H: 3.637 -1.841 1.747  0.06
H: 2.848 -0.248 2.368  0.05
H: 5.899 -0.312 2.335  0.15
H: 4.782 -0.020 -0.302  0.08
H: 5.784 2.017 2.200  0.13
H: 4.075 1.701 2.724  0.11
H: 4.284 3.238 0.948  0.11
H: 2.805 0.701 0.282  0.11
H: 2.766 2.181 -0.755  0.14
H: 1.822 1.892 2.222  0.11
H: 2.197 3.536 1.445  0.15
H: -0.776 0.730 -1.005  0.15
H: -2.613 -0.886 0.396  0.15
H: -2.269 -0.012 2.935  0.19
H: -1.173 2.335 3.870  0.16
C: -7.665 6.242 -3.910  -0.05
C: -6.690 6.220 -4.903  -0.05
C: -5.363 5.983 -4.571  0.01
C: -5.005 5.779 -3.242  -0.09
C: -5.980 5.825 -2.242  -0.09
C: -7.312 6.046 -2.582  0.01
C: -5.607 5.659 -0.817  -0.28
O: -6.453 5.694 0.055  0.11
C: -4.177 5.455 -0.470  -0.08
C: -3.802 5.355 0.868  0.00
C: -2.471 5.151 1.202  -0.07
C: -1.509 5.039 0.201  -0.08
C: -1.877 5.144 -1.132  0.00
C: -3.210 5.363 -1.471  -0.08
C: -3.588 5.509 -2.899  -0.28
O: -2.746 5.414 -3.772  0.11
H: -8.702 6.418 -4.172  0.11
H: -6.966 6.386 -5.938  0.11
H: -4.609 5.962 -5.349  0.12
H: -8.074 6.069 -1.812  0.12
H: -4.548 5.438 1.651  0.12
H: -2.180 5.078 2.245  0.10
H: -0.470 4.873 0.463  0.09
H: -1.124 5.061 -1.908  0.12
C: 3.842 -3.568 -0.326  -0.07
C: 2.676 -3.317 -1.046  -0.07
C: 1.693 -4.291 -1.140  -0.01
C: 1.876 -5.526 -0.524  -0.08
C: 3.054 -5.787 0.176  -0.08
C: 4.032 -4.800 0.283  0.01
C: 3.284 -7.117 0.796  -0.28
O: 4.309 -7.342 1.410  0.11
C: 2.246 -8.165 0.646  -0.08
C: 2.471 -9.435 1.172  0.00
C: 1.500 -10.419 1.048  -0.05
C: 0.297 -10.137 0.407  -0.05
C: 0.070 -8.875 -0.124  0.00
C: 1.047 -7.889 -0.014  -0.09
C: 0.809 -6.555 -0.616  -0.28
O: -0.240 -6.306 -1.180  0.10
H: 4.606 -2.802 -0.246  0.09
H: 2.535 -2.358 -1.532  0.10
H: 0.785 -4.089 -1.697  0.12
H: 4.943 -4.993 0.838  0.13
H: 3.404 -9.660 1.675  0.12
H: 1.679 -11.408 1.453  0.11
H: -0.463 -10.905 0.317  0.11
H: -0.866 -8.662 -0.626  0.12